No. 1
# C18H23NO4

C18H23NO4 in the gas phase (wB97M-V/def2-TZVPD, the Open Molecules 2025 dataset).

Values from the calculation:
Lowest unoccupied orbital energy: 0.41 eV
Calculated total energy: -1055.43439 a.u.
Energy relative to the best compared isomer or geometry (same formula, charge and spin): 86.5 kJ/mol
SMILES: C[C@H](c1ccccc1)[C@H]1C(=O)O[C@@](C)(C(=O)NC(C)(C)C)C1=O

Structure (ORCA input):
```
! wB97M-V def2-TZVPD RIJCOSX def2/J DEFGRID3
* xyz 0 1
C -1.8556 0.0531 2.6620
C -0.6092 -0.4993 1.9264
C -0.3482 -1.9171 2.4265
C -0.1310 -2.1771 3.8022
C 0.1657 -3.4577 4.2254
C 0.1774 -4.5108 3.2681
C -0.0778 -4.2754 1.9054
C -0.3535 -2.9619 1.4812
C 0.6254 0.4506 2.0685
C 1.8212 0.0698 1.2229
O 2.6053 -0.8152 1.5474
O 1.9278 0.7479 0.0537
C 1.0477 1.8982 0.0858
C 1.8648 3.1633 -0.0284
C 0.0130 1.7861 -1.0339
O -1.0884 2.3155 -0.9185
N 0.4590 1.1749 -2.1769
C -0.3089 0.9365 -3.4163
C -0.9613 2.1979 -3.9785
C 0.6454 0.4428 -4.4949
C -1.4171 -0.0999 -3.1785
C 0.3658 1.7659 1.4052
O -0.0392 2.7227 2.0538
H -2.6802 -0.6382 2.4485
H -2.0998 1.0413 2.3186
H -1.7248 0.1219 3.7812
H -0.8487 -0.5833 0.8621
H -0.0866 -1.3243 4.4650
H 0.3411 -3.7013 5.2759
H 0.4134 -5.4998 3.6200
H -0.0509 -5.0742 1.2162
H -0.5406 -2.7357 0.4460
H 0.9608 0.5700 3.1274
H 2.3492 3.2041 -0.9514
H 1.1785 4.0317 0.0200
H 2.6118 3.2219 0.7796
H 1.4633 1.0010 -2.1903
H -0.2777 3.0490 -3.8508
H -1.2342 2.0385 -5.0520
H -1.9288 2.4615 -3.4958
H 1.3988 1.2197 -4.7633
H 0.0922 0.1383 -5.4125
H 1.1965 -0.4545 -4.2057
H -0.9908 -1.1006 -2.9265
H -2.0371 -0.2105 -4.0826
H -2.0335 0.2131 -2.3384
*
```

---

No. 2
# C4H6O2

C4H6O2 in the gas phase (wB97M-V/def2-TZVPD, the Open Molecules 2025 dataset).

Values from the calculation:
Lowest unoccupied orbital energy: 0.59 eV
Calculated total energy: -306.46763 a.u.
Energy relative to the best compared isomer or geometry (same formula, charge and spin): 101.5 kJ/mol
SMILES: CC(C=O)C=O

Structure (ORCA input):
```
! wB97M-V def2-TZVPD RIJCOSX def2/J DEFGRID3
* xyz 0 1
C 0.2198 0.1837 -1.3367
C -0.1434 -0.3421 0.0450
C 1.0446 -0.4644 0.9920
O 0.9328 -0.7358 2.1626
C -1.2252 0.4829 0.7307
O -1.7548 1.4365 0.2192
H -0.5541 -0.0714 -2.0643
H 0.3147 1.2719 -1.3274
H 1.1645 -0.2479 -1.6839
H -0.5510 -1.3636 -0.0194
H 2.0411 -0.2945 0.5310
H -1.4891 0.1446 1.7511
*
```

---

No. 3
# C2H4N2S3

A molecular structure, C2H4N2S3 (wB97M-V/def2-TZVPD, the Open Molecules 2025 dataset).

Values from the calculation:
Lowest unoccupied orbital energy (spin up / spin down): -1.90 / -1.90 eV
Calculated total energy: -1382.47558 a.u.
Energy relative to the best compared isomer or geometry (same formula, charge and spin): 516.0 kJ/mol

Structure (ORCA input):
```
! wB97M-V def2-TZVPD RIJCOSX def2/J DEFGRID3
* xyz 0 1
C -1.2304 0.2722 -0.0383
C 0.2926 0.1207 0.0994
N 1.0180 0.0289 -1.0170
N -0.1563 -0.2122 -2.3406
S -1.5716 -0.1205 -1.7590
S 1.0451 1.4051 1.2500
S 0.3541 -1.4737 1.2252
H -1.7613 -0.3564 0.7068
H -1.6971 1.2767 0.3589
H 2.3358 1.1215 0.9568
H 1.3709 -2.0624 0.5578
*
```

---

Q: Which value of calculated total energy does entry 2 give?
A: -306.46763 a.u.